DFT (ωB97M-V/def2-TZVPD) results for a 2-piece molecular cluster, C5H14 overall.

Each line ends with the Mulliken charge.
CARTESIAN COORDINATES (ANGSTROEM)
C1 -0.7332 -2.7279 0.0787  -1.195
C2 -0.4951 -1.2433 0.3169  -0.112
C3 -1.4547 -0.4318 1.2502  -1.010
H1 -0.4894 -3.0011 -0.9502  0.312
H2 -0.1593 -3.3457 0.7680  0.314
H3 -1.8231 -2.8465 0.0974  0.322
H4 -0.6833 -0.7045 -0.6055  0.191
H5 0.5608 -1.0498 0.4451  0.340
H6 -0.9264 0.5011 1.4233  0.201
H7 -1.7009 -1.0073 2.1284  0.359
H8 -2.3364 -0.0324 0.7535  0.318
C4 1.3714 1.6176 0.0085  -0.482
C5 1.1654 2.3787 -1.3311  -0.925
H9 1.3553 0.5667 -0.2707  -0.029
H10 2.3957 1.6566 0.3741  0.373
H11 0.5906 1.9910 0.6498  0.187
H12 0.7184 1.7687 -2.1072  0.281
H13 0.5143 3.2562 -1.2621  0.286
H14 2.1300 2.6537 -1.7670  0.270

Values from the calculation:
Energy, Ha: -198.8543
E_HOMO, eV: -10.84
SMILES: CCC.CC
Energy relative to the best compared isomer or geometry (same formula, charge and spin), kcal per mole: 21.8

DFT (ωB97M-V/def2-TZVPD) results for a 4-piece molecular cluster, C31H57F4N4O11P overall.

Each line ends with the Mulliken charge.
CARTESIAN COORDINATES (ANGSTROEM)
C1 2.4841 -0.8929 -0.3901  -1.219
C2 1.1193 -1.2973 0.2039  -0.107
N1 0.0361 -1.4312 -0.7920  -0.296
C3 -0.6514 -0.1971 -0.9953  0.377
C4 -0.1868 0.7208 -1.9075  -0.784
C5 -0.8708 1.9260 -2.1529  -0.107
N2 -0.3651 2.7795 -3.0968  -0.637
C6 -1.0734 3.8461 -3.2824  0.545
O1 -0.6899 4.7268 -4.2226  -0.456
C7 -2.2782 4.1581 -2.5737  0.052
P1 -3.2132 5.7010 -2.9763  -0.024
N3 -4.1785 5.7350 -1.5894  -0.390
O2 -2.0801 6.8918 -2.8409  -0.473
N4 -2.7286 3.3518 -1.6583  -0.262
C8 -2.0287 2.1993 -1.4254  0.076
C9 -2.5134 1.2873 -0.4365  -0.106
C10 -3.7619 1.7127 0.3060  1.132
F1 -3.6066 2.9362 0.8612  -0.336
F2 -4.0851 0.9019 1.3304  -0.242
C11 -5.0152 1.7757 -0.6616  0.005
F3 -6.0023 0.9833 -0.1601  -0.251
F4 -5.5105 3.0133 -0.7185  -0.257
C12 -1.8345 0.0855 -0.2388  0.564
C13 -2.2695 -0.9834 0.7415  -1.805
H1 3.2936 -1.4594 0.0565  0.286
H2 2.4655 -1.0430 -1.4671  0.312
H3 2.6527 0.1707 -0.2478  0.317
H4 1.1923 -2.1804 0.8333  0.420
H5 0.8152 -0.4851 0.8616  0.203
H6 0.4091 -1.7285 -1.6827  0.489
H7 0.7171 0.5132 -2.4609  0.410
H8 0.2652 4.6545 -4.3462  0.284
H9 -4.8294 6.5062 -1.6250  0.267
H10 -3.6513 5.7506 -0.7215  0.211
H11 -1.5446 6.8079 -2.0410  0.331
H12 -4.7823 1.4027 -1.6563  0.345
H13 -3.0820 -1.5758 0.3269  0.325
H14 -2.5321 -0.5881 1.7089  0.441
H15 -1.4519 -1.6742 0.9026  0.320
C14 6.9994 6.0701 -6.3123  -0.783
O3 6.4014 4.7936 -6.2842  -0.284
C15 6.0837 4.3490 -4.9768  -0.576
C16 4.8171 3.5226 -4.9663  -0.357
O4 3.6212 4.2719 -5.1189  -0.402
C17 3.3231 4.8204 -6.3956  -0.422
C18 2.9306 3.7994 -7.4412  -0.561
O5 4.0652 3.1034 -7.9290  -0.274
C19 3.7874 1.7695 -8.2907  -0.765
H16 8.0142 6.0416 -5.8999  0.327
H17 7.0494 6.3873 -7.3524  0.233
H18 6.4004 6.8006 -5.7566  0.350
H19 5.9605 5.2004 -4.2977  0.355
H20 6.9136 3.7292 -4.6116  0.386
H21 4.7367 3.0680 -3.9759  0.400
H22 4.8715 2.7079 -5.6903  0.150
H23 4.1292 5.4624 -6.7532  0.138
H24 2.4516 5.4575 -6.2240  0.444
H25 2.4648 4.3243 -8.2860  0.399
H26 2.2020 3.1022 -7.0122  0.346
H27 3.2952 1.2322 -7.4716  0.337
H28 4.7375 1.2803 -8.4982  0.235
H29 3.1591 1.7230 -9.1871  0.327
C20 4.7589 -6.7611 4.6678  -0.784
O6 5.2014 -5.4312 4.5145  -0.285
C21 5.7920 -5.1763 3.2517  -0.588
C22 5.4987 -3.7704 2.7778  -0.357
O7 4.1707 -3.5661 2.3188  -0.400
C23 3.1222 -3.5263 3.2771  -0.472
C24 3.1175 -2.2870 4.1454  -0.532
O8 4.1221 -2.3543 5.1429  -0.279
C25 4.6600 -1.0954 5.4788  -0.772
H30 5.6043 -7.4542 4.7414  0.328
H31 4.1797 -6.8111 5.5881  0.234
H32 4.1122 -7.0619 3.8357  0.352
H33 5.4277 -5.8889 2.5031  0.356
H34 6.8793 -5.2976 3.3482  0.398
H35 6.1273 -3.5874 1.9030  0.401
H36 5.7768 -3.0336 3.5332  0.157
H37 3.0989 -4.4345 3.8808  0.158
H38 2.2056 -3.5067 2.6824  0.454
H39 2.1437 -2.2152 4.6488  0.405
H40 3.2562 -1.4016 3.5139  0.336
H41 5.0028 -0.5610 4.5851  0.341
H42 5.5191 -1.2666 6.1250  0.239
H43 3.9281 -0.4801 6.0139  0.329
C26 -6.8918 -1.2212 1.7847  -0.679
O9 -6.2609 -2.2076 2.5813  -0.311
C27 -5.2648 -1.6835 3.4403  -0.020
C28 -5.2152 -2.4352 4.7521  -0.472
O10 -6.2843 -2.1477 5.6401  -0.469
C29 -7.5735 -2.6539 5.3292  -0.318
C30 -7.7202 -4.1508 5.4968  -0.557
O11 -7.1102 -4.8533 4.4263  -0.265
C31 -6.5724 -6.0970 4.8109  -0.791
H44 -6.2166 -0.8414 1.0251  0.103
H45 -7.7460 -1.6936 1.3008  0.358
H46 -7.2595 -0.3939 2.4024  0.374
H47 -5.4470 -0.6220 3.6427  0.387
H48 -4.2919 -1.7801 2.9409  -0.026
H49 -4.3177 -2.1033 5.2804  0.408
H50 -5.1122 -3.5096 4.5875  0.142
H51 -7.8979 -2.3369 4.3368  0.095
H52 -8.2379 -2.1842 6.0582  0.406
H53 -8.7901 -4.3996 5.5008  0.394
H54 -7.2840 -4.4517 6.4560  0.352
H55 -5.8984 -5.9884 5.6687  0.349
H56 -5.9964 -6.4806 3.9704  0.232
H57 -7.3639 -6.8142 5.0575  0.325

Values from the calculation:
Energy, Ha: -3002.7392
E_HOMO, eV: -8.66
SMILES: CCNc1cc2nc(O)c(P(N)O)nc2c(C(F)(F)C(F)F)c1C.COCCOCCOC.COCCOCCOC.COCCOCCOC

DFT (ωB97M-V/def2-TZVPD) results for a 8-piece molecular cluster, C22H42Cl10O6S2 overall.

Each line ends with the Mulliken charge.
CARTESIAN COORDINATES (ANGSTROEM)
O1 8.0550 0.8788 0.3012  -0.646
S1 8.5776 -0.1916 1.1372  1.071
O2 9.8365 -0.8529 0.9061  -0.634
C1 8.6936 0.4955 2.8803  -0.698
C2 8.2117 -0.6484 3.7523  -0.592
C3 7.1454 -1.5004 3.0000  -0.750
C4 7.2838 -1.5308 1.4135  -0.512
H1 7.9685 1.3054 2.9595  0.350
H2 9.6401 0.9304 3.2013  0.419
H3 9.0243 -1.3719 3.8172  0.284
H4 7.9336 -0.4087 4.7786  0.375
H5 6.1256 -1.2618 3.3019  0.301
H6 7.2546 -2.5233 3.3606  0.364
H7 6.3788 -1.4347 0.8137  0.383
H8 7.8507 -2.4548 1.2994  0.286
O3 -1.4558 -4.7730 -9.9061  -0.615
S2 -0.9678 -4.0916 -8.7587  1.037
O4 0.3854 -3.4556 -8.8318  -0.639
C5 -2.2579 -3.1261 -7.8875  -0.722
C6 -2.8666 -3.9634 -6.8077  -0.557
C7 -1.7056 -4.7391 -6.1581  -0.512
C8 -0.9148 -5.3767 -7.3328  -0.781
H9 -2.9266 -2.7125 -8.6424  0.448
H10 -1.6908 -2.3317 -7.4022  0.343
H11 -3.3194 -3.3420 -6.0352  0.314
H12 -3.6604 -4.5493 -7.2710  0.320
H13 -2.1543 -5.6716 -5.8156  0.249
H14 -1.0365 -4.1822 -5.5022  0.334
H15 -1.1903 -6.2527 -7.9199  0.393
H16 0.1299 -5.5787 -7.0961  0.389
O5 -1.0522 -0.8793 2.2585  -0.602
C9 -0.8153 0.0849 1.4745  0.589
C10 -0.2134 1.4342 1.7823  -0.485
C11 0.5699 1.6614 0.4711  -0.482
C12 -0.4635 1.1029 -0.5473  -0.407
O6 -1.0220 -0.0202 0.1108  -0.320
H17 -0.9019 2.2733 1.8817  0.278
H18 0.4196 1.3729 2.6675  0.277
H19 0.6823 2.7254 0.2625  0.305
H20 1.4689 1.0481 0.5327  0.288
H21 -1.2875 1.7378 -0.8730  0.294
H22 0.0547 0.6865 -1.4110  0.267
Cl1 -5.7341 5.6847 -9.0015  -0.159
C13 -6.5791 4.2712 -8.6034  -0.508
C14 -5.7604 3.3039 -7.7271  -0.377
Cl2 -5.7980 4.0636 -6.0793  -0.182
H23 -6.9287 3.8202 -9.5321  0.309
H24 -7.4941 4.5816 -8.0990  0.319
H25 -4.8446 2.9129 -8.1704  0.354
H26 -6.3439 2.3911 -7.6070  0.245
Cl3 -6.1025 5.4019 4.7991  -0.206
C15 -5.7526 6.8201 5.7707  -0.347
C16 -4.2152 6.5641 6.0154  -0.446
Cl4 -3.7880 7.3142 7.5298  -0.207
H27 -6.3032 6.7246 6.7065  0.271
H28 -6.0889 7.7608 5.3346  0.318
H29 -3.6158 7.0173 5.2258  0.307
H30 -3.9899 5.5064 6.1514  0.310
Cl5 -4.4038 -7.9444 -0.2849  -0.171
C17 -4.6385 -6.3074 0.2847  -0.498
C18 -4.8824 -6.1470 1.7473  -0.333
Cl6 -6.4400 -6.8767 2.0799  -0.182
H31 -5.3160 -5.7685 -0.3776  0.347
H32 -3.6914 -5.8219 0.0496  0.277
H33 -4.9463 -5.0839 1.9791  0.261
H34 -4.1008 -6.5924 2.3628  0.298
Cl7 -0.0991 -5.6536 7.7987  -0.171
C19 -1.2261 -4.9570 8.8953  -0.509
C20 -2.0504 -6.0773 9.6097  -0.327
Cl8 -2.9358 -6.8568 8.3170  -0.157
H35 -1.7655 -4.2253 8.2938  0.312
H36 -0.6785 -4.3641 9.6279  0.298
H37 -2.6863 -5.4100 10.1914  0.231
H38 -1.5389 -6.8103 10.2334  0.322
Cl9 7.6307 10.2519 1.0052  -0.184
C21 6.3821 9.6455 -0.0933  -0.456
C22 5.7612 8.3224 0.3968  -0.372
Cl10 4.9061 8.4900 1.8629  -0.171
H39 6.8845 9.4485 -1.0403  0.288
H40 5.6756 10.4754 -0.0813  0.318
H41 6.5295 7.6231 0.7266  0.287
H42 5.1814 7.9887 -0.4637  0.291

Values from the calculation:
Energy, Ha: -6713.0462
E_HOMO, eV: -9.98
SMILES: O=S1(=O)CCCC1.O=S1(=O)CCCC1.O=C1CCCO1.ClCCCl.ClCCCl.ClCCCl.ClCCCl.ClCCCl
Energy relative to the best compared isomer or geometry (same formula, charge and spin), kcal per mole: 0.0

DFT (ωB97M-V/def2-TZVPD) results for one molecule with the formula C4H2FIO.

Each line ends with the Mulliken charge.
CARTESIAN COORDINATES (ANGSTROEM)
C1 -1.0354 -0.3410 -0.0343  -0.299
C2 -0.5113 1.0181 -0.0335  0.159
C3 -0.3947 -1.5407 -0.3760  -0.229
C4 1.6030 0.3221 0.6806  -0.301
O1 0.7819 1.1502 0.1334  -0.047
F1 -0.8918 -2.7444 -0.0806  -0.148
I1 3.4840 0.4124 -0.1827  0.067
H1 -2.0440 -0.2456 -0.1431  0.371
H2 -0.9916 1.9690 0.0362  0.427

Values from the calculation:
Energy, Ha: -626.1505
E_HOMO (spin up / spin down), eV: -8.54 / -8.55
Energy relative to the best compared isomer or geometry (same formula, charge and spin), kcal per mole: 121.5

> The lowest energy belongs to which entry?

C22H42Cl10O6S2

> Look up the energy of the third one.

-6713.0462 Ha

> The lowest energy belongs to which entry?

C22H42Cl10O6S2